(1)
The following is a DFT calculation (wB97M-V/def2-TZVPD) of an isolated molecule of C5H4N2.

HOMO: -9.1199 eV
Total energy: -8223.8329 eV
Kohn-Sham gap: 9.005 eV
Energy relative to the best compared isomer or geometry (same formula, charge and spin): 546.2 kJ/mol

Last column: natural (NBO) charge in e.
Atoms and positions in Å:
N: 0.30578 -0.45004 -1.71687  -0.18
N: 0.40799 -1.06856 -0.50833  -0.36
C: 0.25163 -0.26626 0.58095  0.24
C: 0.29651 -0.61274 1.90310  -0.59
C: 0.05162 -0.92205 3.09824  0.02
C: -0.05860 0.76611 -1.46618  0.02
C: -0.27822 0.96382 -0.02775  -0.46
H: -1.12971 0.20836 0.45230  0.37
H: -0.30312 1.95009 0.43064  0.28
H: 0.58901 -2.05722 -0.46956  0.43
H: -0.13290 1.48848 -2.27654  0.23

***

(2)
The following is a DFT calculation (wB97M-V/def2-TZVPD) of the ion C8H9BrN3O with charge +1.

HOMO: -13.8104 eV
SMILES: C[N@@+]12C=CN=C[C@@H]1[C@@H](C=O)N=C2Br
Total energy: -84991.3650 eV
Kohn-Sham gap: 9.627 eV
Energy relative to the best compared isomer or geometry (same formula, charge and spin): 45.3 kJ/mol
Total charge: +1

Last column: natural (NBO) charge in e.
Atoms and positions in Å:
Br: -3.52444 -0.11893 -0.09906  0.29
O: 1.17296 -3.12546 0.38574  -0.46
N: -1.36383 -1.62992 -0.99299  -0.36
N: 1.52315 1.37281 -1.39352  -0.39
N: -0.65063 0.40054 0.10367  -0.29
C: -0.91839 0.51252 1.54609  -0.44
C: 1.67234 0.23905 -0.83209  0.16
C: -0.73123 1.68216 -0.54928  -0.09
C: 0.32340 2.08278 -1.24478  0.01
C: 0.02440 -1.60647 -1.14173  -0.17
C: -1.84363 -0.66958 -0.39363  0.30
C: 0.56160 -0.45880 -0.19304  -0.18
C: 0.57445 -2.99795 -0.60164  0.47
H: -1.27944 -0.29930 2.07818  0.25
H: 2.58387 -0.21309 -0.86059  0.22
H: 0.09301 -3.88332 -1.29382  0.15
H: -1.64340 2.22565 -0.29863  0.25
H: 0.41987 -1.62262 -2.12646  0.25
H: 0.06723 0.95958 1.88977  0.24
H: 0.19752 3.10356 -1.60260  0.24
H: -1.79806 1.18048 1.79685  0.25
H: 0.95430 -1.12032 0.56861  0.29

***

(3)
The following is a DFT calculation (wB97M-V/def2-TZVPD) of a structure of composition C26H25Cl5N4O9P3Yb.

Expectation value of S²: 0.751
HOMO (alpha / beta): -8.7997 / -8.8078 eV
Total energy: -173774.9791 eV
Kohn-Sham gap (alpha / beta): 8.950 / 8.958 eV
Multiplicity: 2
Energy relative to the best compared isomer or geometry (same formula, charge and spin): 5.3 kJ/mol

Last column: Löwdin spin population.
Atoms and positions in Å:
Yb: 0.74343 0.51273 0.24560  1.00
Cl: 1.40903 6.33383 -3.47915  0.00
Cl: -1.83097 2.56575 -1.33722  0.00
Cl: -1.46647 5.23243 -2.90664  0.00
Cl: 3.90751 4.73015 -2.47438  0.00
Cl: 3.50078 2.04441 -0.94189  0.00
P: -1.00937 2.05638 2.75524  0.00
P: 0.41209 -2.16815 1.41787  0.00
P: 1.83187 2.36234 2.95427  0.00
O: 0.22901 3.66758 1.19930  0.00
O: 1.71023 1.92119 4.37054  0.00
O: 2.22248 -0.77240 -0.54266  0.00
O: -0.85388 0.95934 1.73101  0.00
O: 1.95255 1.30043 1.86957  0.00
O: -2.40249 2.77823 2.61006  0.00
O: -0.90829 1.59472 4.23922  0.00
O: 2.92911 3.49246 2.70251  0.00
O: 3.13393 -2.31314 -1.90631  0.00
N: -2.01707 -1.07230 0.10731  0.00
N: -1.22395 -2.38696 1.85858  0.00
N: 0.11095 -0.53387 -2.10901  0.00
N: 1.06155 -1.54939 -2.32607  0.00
C: -3.60110 -2.11792 1.56736  0.00
C: 2.30260 -5.63949 0.29290  0.00
C: 0.85425 -4.72848 2.47479  0.00
C: 2.31599 4.12099 -2.20994  0.00
C: 1.06155 -3.88323 1.38200  0.00
C: -3.05253 -0.57089 -0.57914  0.00
C: -4.64314 -1.57384 0.85743  0.00
C: -0.07540 4.34249 -2.40339  0.00
C: 1.34826 -6.01968 2.46544  0.00
C: 3.16247 -1.42980 4.34837  0.00
C: 2.39587 -1.19565 5.48575  0.00
C: -0.20024 3.12883 -1.73572  0.00
C: 0.09382 4.50388 3.50482  0.00
C: -4.37491 -0.77847 -0.25661  0.00
C: 2.54815 -1.68166 3.13504  0.00
C: 1.78728 -4.34457 0.29020  0.00
C: 0.86233 2.36097 -1.31230  0.00
C: 1.15568 -1.70119 3.04385  0.00
C: 1.20510 4.83844 -2.64855  0.00
C: 2.24282 -1.54985 -1.58084  0.00
C: -2.28776 -1.84613 1.15419  0.00
C: 2.07807 -6.47655 1.37030  0.00
C: 2.10868 2.90665 -1.56028  0.00
C: 0.29350 3.31158 2.57348  0.00
C: 1.01452 -1.19746 5.39934  0.00
C: 0.39534 -1.44260 4.17629  0.00
H: 1.98238 -3.71085 -0.56249  0.00
H: -3.77546 -2.74709 2.43115  0.00
H: -0.68551 -1.41584 4.10977  0.00
H: -5.66389 -1.77135 1.16086  0.00
H: 0.06144 1.55921 4.51456  0.00
H: 0.05003 4.19679 4.54878  0.00
H: 3.83408 3.16478 2.67326  0.00
H: 0.16359 0.17541 -2.83683  0.00
H: -5.16127 -0.34121 -0.85479  0.00
H: 3.15431 -1.86596 2.25373  0.00
H: 1.00500 4.18972 0.95207  0.00
H: 0.41427 -0.99661 6.27851  0.00
H: 0.93469 5.18981 3.39249  0.00
H: 1.15514 -1.93080 -3.25653  0.00
H: -1.47744 -3.02617 2.59781  0.00
H: -2.99720 2.32386 2.00320  0.00
H: 1.17993 -6.66750 3.31626  0.00
H: 4.24339 -1.41591 4.40916  0.00
H: -0.81120 -0.95727 -2.10644  0.00
H: -2.79448 0.04295 -1.43497  0.00
H: 2.87771 -5.98241 -0.55756  0.00
H: -0.82737 5.02285 3.24003  0.00
H: 0.33342 -4.37469 3.35913  0.00
H: 2.87866 -0.99909 6.43408  0.00
H: 2.47656 -7.48329 1.36821  0.00

***

(4)
The following is a DFT calculation (wB97M-V/def2-TZVPD) of a structure of composition C25H25Cl2F9N2O6PSV.

Expectation value of S²: 2.010
HOMO (alpha / beta): -8.1661 / -8.1681 eV
Total energy: -136915.6223 eV
Kohn-Sham gap (alpha / beta): 7.509 / 7.962 eV
Multiplicity: 3
Energy relative to the best compared isomer or geometry (same formula, charge and spin): 0.0 kJ/mol

Last column: Löwdin spin population.
Atoms and positions in Å:
V: -0.39345 0.93932 -0.59949  1.85
Cl: -5.35179 -1.99688 3.82457  0.00
Cl: -0.04739 -2.67176 2.95081  0.00
S: 0.01182 1.29482 4.04441  0.04
P: 2.19061 -0.16867 0.00066  0.01
F: -2.26810 4.73627 -0.68918  0.00
F: -3.26741 3.56425 -2.24122  0.00
F: 0.16958 5.48016 -1.30099  0.00
F: -1.67887 1.63020 -3.39403  0.00
F: 0.23759 2.41555 -3.99439  0.00
F: -1.57110 3.47726 -4.52260  0.00
F: 1.47001 3.91978 -2.05579  0.00
F: 0.36666 5.18624 -3.45428  0.00
F: -2.25109 5.44498 -2.75327  0.00
O: 3.54424 -0.98970 -0.36470  0.01
O: 2.84130 1.26031 0.38684  0.00
O: 1.59036 0.26868 -1.47090  0.01
O: -1.16087 -2.86324 -0.62962  -0.01
O: -0.84741 -0.73569 -1.14527  0.02
O: -0.70104 2.68451 -1.15922  0.03
N: -2.76423 -1.87276 2.16359  0.00
N: -0.22623 1.03110 1.29716  -0.01
C: -0.87688 3.54258 -2.20417  0.00
C: 3.44230 -2.42661 -0.50883  0.00
C: -3.23922 0.49143 2.68292  0.00
C: -0.12632 1.15681 2.46900  0.02
C: -3.09012 -1.42623 -0.57706  0.00
C: 4.75874 1.44296 1.86606  0.00
C: -3.43843 1.01912 -0.02073  0.00
C: -3.48935 1.78110 2.24746  0.00
C: 0.30457 4.55610 -2.26252  0.00
C: -3.24186 -0.29618 0.40488  0.00
C: -1.41852 -2.67988 4.01532  0.00
C: -3.74883 -2.33466 4.38940  0.00
C: 3.24948 1.46137 1.75806  0.00
C: -3.10376 -0.55469 1.77355  0.00
C: 4.27762 -2.85947 -1.69228  0.00
C: 2.21022 -0.00336 -3.79273  0.00
C: -3.57534 2.05782 0.89603  0.00
C: -1.61163 -1.76004 -0.78785  0.01
C: -1.25806 -3.10129 5.32133  0.00
C: 2.47813 0.77381 -2.52397  0.00
C: -2.19181 4.34800 -1.96965  0.00
C: -2.65325 -2.26315 3.50804  0.00
C: -2.34791 -3.10828 6.17405  0.00
C: -0.98340 2.77065 -3.55807  0.00
C: -3.59443 -2.72872 5.70782  0.00
H: 3.80574 -2.88157 0.41356  0.00
H: -2.22865 -3.42574 7.20132  0.00
H: -3.75472 3.06534 0.55518  0.00
H: 5.15480 0.46654 1.58686  0.00
H: 4.29494 -3.94853 -1.75975  0.00
H: 5.05799 1.66478 2.89220  0.00
H: -3.56277 1.21533 -1.08019  0.00
H: -2.03500 -2.26849 1.58889  0.00
H: 2.83945 2.42231 2.06419  0.00
H: 3.86814 -2.46257 -2.62188  0.00
H: 2.35818 -1.07039 -3.62086  0.00
H: 2.79828 0.69362 2.39574  0.00
H: -3.58090 2.57887 2.97409  0.00
H: 5.19139 2.19555 1.20546  0.00
H: 1.19378 0.14641 -4.14725  0.00
H: -3.11278 0.30191 3.73857  0.00
H: 2.30353 1.83579 -2.63111  0.00
H: 5.30133 -2.50063 -1.58159  0.00
H: 2.39589 -2.71836 -0.64023  0.00
H: -3.58757 -2.32159 -0.21218  0.00
H: -3.51861 -1.15248 -1.54132  0.00
H: -4.46386 -2.75929 6.35056  0.00
H: 2.90224 0.32043 -4.57245  0.00
H: -0.27946 -3.40952 5.66146  0.00
H: 3.50264 0.62419 -2.19515  0.00